[1]
Here is a gas-phase ion, C5H8NO (charge +1) from the OMol25 dataset. Energies are from ωB97M-V/def2-TZVPD.

Geometry (Å):
C1 -1.072 2.072 -0.152
C2 -0.347 0.859 -0.676
C3 0.348 0.094 0.462
C4 0.682 -1.270 0.279
C5 0.813 -2.636 -0.506
N1 1.102 -2.535 0.782
O1 1.622 -2.998 1.734
H1 -2.090 1.675 0.197
H2 -1.370 2.855 -0.846
H3 -0.687 2.863 0.573
H4 -0.967 0.280 -1.288
H5 0.490 1.387 -1.319
H6 1.169 0.687 0.723
H7 -0.181 0.008 1.325
H8 0.489 -3.341 -1.286

Results
* HOMO: -15.37 eV
* Kohn-Sham gap: 9.21 eV
* relative energy (zero: lowest compared OMol25 entry of this formula, charge and spin): 154.6 kcal per mole
* total charge: +1
* SMILES: CCCc1c[n+]1=O

Here are the Mulliken charges for atoms 1 to 4, given in e: atom 1 (C): -1.253, atom 2 (C): -0.279, atom 3 (C): -0.474, atom 4 (C): 0.249

=====

[2]
Here is a molecular structure, C5H5NO from the OMol25 dataset. Energies are from ωB97M-V/def2-TZVPD.

Geometry (Å):
O1 1.535 0.278 0.573
C1 0.414 0.423 1.363
C2 -0.907 0.769 -0.707
C3 0.086 -0.116 -1.252
C4 0.781 -0.802 -0.098
C5 -0.260 -0.673 1.003
N1 -1.413 -0.269 -1.218
H1 0.235 1.333 1.926
H2 -1.164 1.746 -0.331
H3 0.544 0.137 -2.208
H4 1.371 -1.709 -0.263
H5 -1.221 -1.119 1.211

Results
* HOMO: -8.74 eV
* Kohn-Sham gap: 9.79 eV
* relative energy (zero: lowest compared OMol25 entry of this formula, charge and spin): 116.1 kcal per mole

Here are the Mulliken charges for atoms 1 to 4, given in e: atom 1 (O): -0.396, atom 2 (C): -0.322, atom 3 (C): -0.265, atom 4 (C): -0.013

=====

[3]
Here is a molecular structure, C12H8N2O4Sm from the OMol25 dataset. Energies are from ωB97M-V/def2-TZVPD.

Geometry (Å):
Sm1 0.010 -0.412 -1.326
C1 0.041 1.604 0.341
O1 0.072 2.662 0.794
C2 -0.031 1.734 -2.349
O2 -0.067 2.828 -2.724
C3 -2.088 0.824 -0.769
O3 -2.963 1.537 -0.493
C4 2.142 0.820 -0.810
O4 3.022 1.508 -0.545
C5 -0.004 -1.076 -4.745
H1 0.938 -1.651 -4.740
H2 -0.947 -1.650 -4.716
C6 -0.008 0.220 -5.139
H3 -0.935 0.749 -5.403
H4 0.914 0.744 -5.432
N1 -0.001 0.373 6.388
C7 -0.005 -0.119 5.325
C8 -0.004 -0.675 3.998
C9 1.186 -0.955 3.331
C10 1.149 -1.215 1.963
N2 -0.006 -1.201 1.240
C11 -1.167 -1.200 1.961
C12 -1.203 -0.939 3.332
H5 2.146 -0.893 3.843
H6 2.078 -1.390 1.418
H7 -2.104 -1.363 1.415
H8 -2.166 -0.866 3.842

Results
* multiplicity: 6
* HOMO (spin up / spin down): -19.57 / -19.57 eV
* Kohn-Sham gap (spin up / spin down): 4.44 / 5.59 eV
* total charge: +3

Here are the Mulliken charges for atoms 1 to 4, given in e: atom 1 (Sm): 1.492, atom 2 (C): 0.305, atom 3 (O): -0.072, atom 4 (C): 0.135

=====

[4]
Here is a molecular structure, CH5N5O2OsSbSe4 from the OMol25 dataset. Energies are from ωB97M-V/def2-TZVPD.

Geometry (Å):
Os1 0.459 0.933 -0.073
Se1 3.966 4.068 -2.006
Sb1 3.030 3.689 0.081
Se2 2.648 1.032 0.449
Se3 0.339 3.171 -0.306
Se4 3.177 4.560 2.234
N1 -1.750 0.762 0.064
N2 -2.145 -0.581 0.111
C1 -1.217 -1.566 0.011
N3 -1.663 -2.805 0.049
N4 0.064 -1.161 -0.147
N5 1.077 -2.173 -0.340
O1 0.864 -3.302 0.049
O2 2.105 -1.757 -0.777
H1 -2.023 1.252 0.916
H2 -2.174 1.234 -0.735
H3 -3.117 -0.796 0.267
H4 -2.649 -2.999 0.112
H5 -0.993 -3.562 0.040

Results
* HOMO (spin up / spin down): -11.15 / -11.14 eV
* Kohn-Sham gap (spin up / spin down): 5.19 / 5.08 eV
* total charge: +1

Here are the Mulliken charges for atoms 1 to 4, given in e: atom 1 (Os): 0.726, atom 2 (Se): -0.382, atom 3 (Sb): 0.836, atom 4 (Se): -0.020

=====

[5]
Here is 7 unconnected molecules or ions with the total composition C17H48N4O7 from the OMol25 dataset. Energies are from ωB97M-V/def2-TZVPD.

Geometry (Å):
C1 2.227 0.038 -4.644
C2 2.509 -1.018 -3.558
C3 3.239 -0.353 -2.331
O1 1.330 -1.536 -3.229
H1 1.881 -0.343 -5.605
H2 3.146 0.559 -4.913
H3 1.457 0.777 -4.425
H4 3.307 -1.728 -3.777
H5 2.579 0.406 -1.912
H6 4.147 0.167 -2.637
H7 3.461 -1.148 -1.619
H8 1.437 -1.935 -2.362
C4 -2.796 0.611 -3.015
C5 -3.850 1.341 -3.868
C6 -3.511 1.196 -5.380
O2 -5.184 1.000 -3.811
H9 -2.974 1.066 -2.040
H10 -1.758 0.718 -3.330
H11 -2.969 -0.453 -2.858
H12 -3.676 2.408 -3.734
H13 -3.422 0.147 -5.663
H14 -2.581 1.696 -5.651
H15 -4.384 1.592 -5.897
H16 -5.673 1.496 -4.472
C7 3.015 5.416 1.518
C8 2.313 4.117 1.133
C9 2.925 2.915 1.905
O3 0.872 4.217 1.320
H17 4.093 5.264 1.567
H18 2.586 5.567 2.508
H19 2.756 6.242 0.855
H20 2.519 3.909 0.083
H21 2.501 1.980 1.542
H22 2.788 2.895 2.986
H23 3.968 2.825 1.601
H24 0.505 4.604 0.522
C10 -0.357 1.029 -0.260
C11 -0.412 -0.369 0.332
C12 -1.155 -1.414 -0.538
O4 0.881 -0.943 0.271
H25 -1.301 1.569 -0.188
H26 -0.152 0.936 -1.326
H27 0.353 1.636 0.302
H28 -0.680 -0.532 1.375
H29 -2.194 -1.114 -0.673
H30 -1.024 -2.426 -0.154
H31 -0.713 -1.376 -1.533
H32 1.516 -0.271 0.530
C13 -0.556 -4.330 2.872
C14 -1.785 -4.731 3.687
C15 -2.957 -3.848 3.439
O5 -2.062 -6.049 3.248
H33 -0.041 -3.481 3.322
H34 -0.837 -4.145 1.835
H35 0.221 -5.074 2.692
H36 -1.514 -4.874 4.733
H37 -2.982 -3.695 2.360
H38 -2.826 -2.855 3.868
H39 -3.956 -4.185 3.714
H40 -2.489 -6.089 2.389
C16 3.004 -2.572 2.582
O6 4.060 -2.596 3.075
N1 2.521 -3.406 1.676
N2 2.082 -1.605 2.862
H41 3.226 -4.086 1.431
H42 1.663 -3.224 1.176
H43 2.401 -0.809 3.395
H44 1.238 -1.569 2.308
C17 -1.801 2.144 2.559
O7 -2.555 1.318 3.107
N3 -0.589 2.362 2.907
N4 -2.168 2.949 1.634
H45 -0.063 3.004 2.330
H46 -0.088 1.673 3.450
H47 -1.602 3.624 1.140
H48 -3.092 2.771 1.267

Results
* multiplicity: 2
* HOMO (spin up / spin down): 0.10 / -6.93 eV
* Kohn-Sham gap (spin up / spin down): 2.33 / 9.31 eV
* relative energy (zero: lowest compared OMol25 entry of this formula, charge and spin): 0.0 kcal per mole
* total charge: -1

Here are the Mulliken charges for atoms 1 to 4, given in e: atom 1 (C): -1.486, atom 2 (C): 0.691, atom 3 (C): -1.349, atom 4 (O): -0.492

=====

[6]
Here is a molecular structure, C4H2LiMnO2 from the OMol25 dataset. Energies are from ωB97M-V/def2-TZVPD.

Geometry (Å):
O1 -1.458 -0.402 0.669
C1 -0.282 -0.595 1.215
C2 0.835 -0.643 1.674
C3 -0.467 1.927 -1.692
C4 0.435 1.055 -1.837
O2 1.408 0.281 -1.867
Li1 1.772 -0.989 -0.617
H1 -2.074 -1.137 0.833
H2 1.768 -0.708 2.211
Mn1 -1.938 1.212 -0.589

Results
* multiplicity: 6
* HOMO (spin up / spin down): -11.45 / -11.64 eV
* Kohn-Sham gap (spin up / spin down): 6.40 / 6.31 eV
* relative energy (zero: lowest compared OMol25 entry of this formula, charge and spin): 56.7 kcal per mole
* total charge: +1

Here are the Mulliken charges for atoms 1 to 4, given in e: atom 1 (O): -0.479, atom 2 (C): 0.480, atom 3 (C): -0.616, atom 4 (C): -0.451